Entry A
One molecule with the formula C5H12N2O, computed with wB97M-V/def2-TZVPD.

Values from the calculation:
SMILES	CN[C@H](C)CNC=O
frontier orbital gap	9.9	eV
total charge	0
E_HOMO	-8.98	eV

Last column: natural (NBO) charge in e.
Geometry (Å):
C  -0.713  -0.051  -0.507  -0.220
N  0.202  -1.170  -0.692  -0.613
C  0.239  -1.843  -1.861  0.519
O  -0.637  -1.779  -2.706  -0.619
C  -0.092  1.008  0.426  -0.053
C  -1.141  2.054  0.730  -0.631
N  0.446  0.364  1.610  -0.658
C  1.523  1.003  2.327  -0.413
H  -1.629  -0.387  -0.030  0.188
H  -0.968  0.439  -1.447  0.217
H  1.038  -0.990  -0.163  0.405
H  1.074  -2.520  -2.044  0.119
H  0.729  1.470  -0.097  0.189
H  -2.090  1.611  1.039  0.205
H  -0.869  2.772  1.506  0.216
H  -1.410  2.651  -0.145  0.216
H  -0.281  0.050  2.234  0.367
H  1.891  1.881  1.835  0.190
H  2.434  0.394  2.339  0.183
H  1.287  1.296  3.348  0.192

Entry B
C5H12N2O as an isolated structure, computed with wB97M-V/def2-TZVPD.

Values from the calculation:
frontier orbital gap	9.7	eV
total charge	0
E_HOMO	-8.75	eV

Last column: natural (NBO) charge in e.
Geometry (Å):
C  2.086  -0.942  1.329  -0.238
C  -0.016  0.387  0.997  0.095
C  0.490  1.170  -0.168  -0.441
C  -0.733  0.795  -0.953  -0.082
C  -0.955  -0.234  0.075  -0.069
H  2.382  -1.704  2.001  0.194
H  2.830  -0.196  1.276  0.173
H  1.923  -1.431  0.351  0.163
H  -0.552  1.132  1.748  0.189
H  0.707  2.275  -0.011  0.205
H  1.486  0.853  -0.579  0.208
H  -1.405  1.602  -0.766  0.201
H  -0.645  1.048  -2.966  0.381
H  0.013  -0.458  -2.410  0.374
H  -0.616  -1.161  -0.425  0.168
H  -2.750  -1.046  -0.430  0.350
H  -2.156  -1.445  0.979  0.342
N  -0.582  0.367  -2.244  -0.855
N  -2.359  -0.682  0.445  -0.812
O  0.852  -0.332  1.752  -0.545

Entry C
One molecule with the formula C5H12N2O, computed with wB97M-V/def2-TZVPD.

Values from the calculation:
SMILES	CCN(C=O)CCN
frontier orbital gap	10.2	eV
total charge	0
E_HOMO	-9.34	eV

Last column: natural (NBO) charge in e.
Geometry (Å):
C  1.227  1.939  -0.434  0.533
N  0.317  0.911  -0.057  -0.478
C  -1.166  0.884  -0.442  -0.240
C  -1.483  -0.377  -1.040  -0.650
C  0.578  0.242  1.228  -0.276
C  0.329  -1.261  1.096  -0.237
N  0.580  -1.779  -0.306  -0.867
O  2.115  2.225  0.343  -0.593
H  1.183  2.351  -1.492  0.141
H  -1.316  1.752  -1.154  0.210
H  -1.718  0.965  0.550  0.204
H  -1.440  -1.327  -0.366  0.254
H  -0.856  -0.779  -1.843  0.213
H  -2.633  -0.559  -1.463  0.217
H  1.708  0.601  1.351  0.253
H  0.097  0.719  2.156  0.196
H  1.017  -1.850  1.849  0.210
H  -0.662  -1.328  1.438  0.178
H  1.439  -2.219  -0.281  0.356
H  0.684  -1.109  -1.134  0.377

Entry D
A 2-piece molecular cluster, C5H12N2O overall, computed with wB97M-V/def2-TZVPD.

Values from the calculation:
frontier orbital gap	3.0	eV
total charge	0
E_HOMO	-6.52	eV

Last column: natural (NBO) charge in e.
Geometry (Å):
C  3.330  -1.449  -0.371  -0.490
N  2.360  -0.331  -0.100  -0.333
C  2.992  0.829  0.401  -0.480
C  -0.852  0.096  -0.165  -0.684
C  -2.214  0.412  0.447  -0.108
C  -3.432  -0.077  -0.204  0.547
N  -4.629  0.702  0.047  -0.870
O  -3.663  -1.115  -0.922  -0.588
H  3.953  -1.678  0.522  0.198
H  2.813  -2.565  -0.560  0.218
H  4.108  -1.176  -1.242  0.211
H  2.362  1.647  0.841  0.216
H  3.603  0.663  1.501  0.181
H  3.832  1.146  -0.409  0.213
H  -0.017  0.227  0.570  0.260
H  -1.006  -0.900  -0.683  0.263
H  -0.625  0.808  -1.001  0.265
H  -2.449  1.307  0.961  0.195
H  -5.070  0.978  0.950  0.394
H  -5.395  0.478  -0.582  0.392

It is entry A that is the most stable of them.

Entry A
A 2-piece molecular cluster, FNO2 overall, computed with wB97M-V/def2-TZVPD.

Values from the calculation:
frontier orbital gap (spin up / spin down)	9.9 / 9.9	eV
total charge	0
E_HOMO (spin up / spin down)	-11.72 / -11.71	eV

Last column: natural (NBO) charge in e.
Geometry (Å):
N  -0.091  -0.198  0.029  0.600
O  -0.622  -0.932  0.725  -0.148
O  1.259  1.129  0.486  -0.247
F  -0.546  0.000  -1.240  -0.205

Entry B
A 2-piece molecular cluster, FNO2 overall, computed with wB97M-V/def2-TZVPD.

Values from the calculation:
frontier orbital gap (spin up / spin down)	13.2 / 5.5	eV
total charge	0
E_HOMO (spin up / spin down)	-12.66 / -8.20	eV

Last column: natural (NBO) charge in e.
Geometry (Å):
N  -1.262  -0.135  -0.392  0.200
O  -1.390  0.234  0.648  -0.172
O  1.349  -0.550  -0.606  0.081
F  1.303  0.452  0.349  -0.109

It is entry B that is the most stable of them.

Entry A
A 2-piece molecular cluster, C2H2O3S overall, computed with wB97M-V/def2-TZVPD.

Values from the calculation:
frontier orbital gap	9.3	eV
total charge	0
E_HOMO	-10.44	eV

Last column: natural (NBO) charge in e.
Geometry (Å):
C  -0.907  -0.047  -0.267  0.299
C  -0.371  -1.447  0.002  -0.264
O  -0.031  2.650  1.076  -0.850
O  1.669  1.372  0.001  -0.872
O  -0.447  -0.764  -1.230  -0.409
S  0.450  2.114  -0.149  1.679
H  0.673  -1.503  0.323  0.205
H  -1.036  -2.376  0.243  0.211

Entry B
One molecule with the formula C2H2O3S, computed with wB97M-V/def2-TZVPD.

Values from the calculation:
SMILES	O=S(=O)=C1CO1
frontier orbital gap (spin up / spin down)	8.4 / 8.4	eV
total charge	0
E_HOMO (spin up / spin down)	-10.00 / -10.00	eV

Last column: natural (NBO) charge in e.
Geometry (Å):
C  1.516  0.363  0.835  -0.096
C  0.119  0.429  -0.178  -0.094
O  3.875  0.894  -0.526  -0.835
O  3.539  -1.381  0.358  -0.836
O  0.918  1.505  0.319  -0.475
S  3.003  -0.118  -0.074  1.913
H  0.343  0.321  -1.182  0.205
H  -0.625  0.156  0.487  0.219

It is entry A that is the most stable of them.